[1]
The following is a DFT calculation (ωB97M-V/def2-TZVPD) of C30H58ClNP2Si2W as an isolated structure in a non-equilibrium geometry.

```
95
Properties=species:S:1:pos:R:3:mulliken_spin:R:1
W -0.30202 -0.00706 0.16812 1.6486
C -1.94440 -0.01870 1.83559 0.2422
C -1.97477 1.16330 1.04950 -0.1834
C -2.35868 0.70967 -0.29073 0.0378
Si -1.70241 2.87679 1.83593 -0.0288
C -2.36387 -0.70226 -0.30570 0.0356
C -1.98032 -1.18461 1.02578 -0.1852
Si -1.71252 -2.91639 1.77275 -0.0283
H -2.02890 -0.02900 2.92002 0.0135
H -2.65892 1.35238 -1.11500 0.0232
H -2.66963 -1.32632 -1.14044 0.0217
Cl 1.97258 0.05507 -4.28411 0.0010
C -1.55330 -2.93358 3.63595 0.0015
C -3.14947 -4.01183 1.29708 0.0031
C -1.53718 2.84585 3.69848 0.0016
C -3.14276 3.98139 1.39382 0.0033
H -4.04269 -3.61438 1.80076 0.0006
H -2.98020 -5.03333 1.66590 0.0006
H -3.36134 -4.06091 0.22353 -0.0010
H -0.59346 -2.54018 3.99021 -0.0008
H -1.65347 -3.96191 4.01351 0.0001
H -2.36224 -2.33910 4.08225 -0.0004
H -4.04663 3.53464 1.83298 0.0006
H -3.31671 4.11265 0.32023 -0.0008
H -3.00121 4.97255 1.84753 0.0006
H -2.34615 2.24145 4.13125 -0.0005
H -1.63387 3.86410 4.10342 0.0000
H -0.57708 2.44081 4.03855 -0.0009
C -0.07658 -3.46961 0.99366 0.0281
C -0.07007 3.45107 1.06597 0.0253
P 0.20323 -2.59710 -0.59598 0.1121
H -0.08788 -4.56521 0.88340 -0.0002
H 0.75602 -3.20986 1.66683 0.0033
P 0.21173 2.61373 -0.54259 0.1142
H 0.76416 3.17912 1.73221 0.0034
H -0.08418 4.54882 0.97986 -0.0003
C 1.63035 3.62864 -1.31200 -0.0100
C -1.16730 3.51160 -1.55126 -0.0165
C -1.17477 -3.47463 -1.62376 -0.0164
C 1.62416 -3.58833 -1.38996 -0.0123
C 2.86840 -2.75615 -1.61599 0.0324
H 1.22164 -3.86229 -2.37500 -0.0052
C 2.01731 -4.86634 -0.64457 -0.0001
H 2.36388 -4.65482 0.37610 0.0005
H 2.84216 -5.34762 -1.18763 0.0005
H 1.21330 -5.60572 -0.58240 -0.0002
H 2.66835 -1.82157 -2.15003 0.0002
H 3.59746 -3.31602 -2.21694 0.0009
H 3.35082 -2.55623 -0.65496 -0.0005
H -2.09980 -3.21059 -1.09596 -0.0018
C -1.11260 -5.00991 -1.66969 -0.0017
C -1.22846 -2.91467 -3.04249 0.0212
H -1.14626 -5.48778 -0.68272 -0.0002
H -0.22434 -5.36720 -2.20392 0.0005
H -1.98800 -5.37054 -2.23214 0.0001
H -1.46744 -1.84593 -3.06732 -0.0024
H -2.00749 -3.44445 -3.61356 0.0001
H -0.27368 -3.06601 -3.56542 0.0003
H -2.09256 3.23165 -1.03179 -0.0013
C -1.21631 2.98045 -2.98295 0.0211
C -1.11036 5.04672 -1.56325 -0.0016
H -1.14549 5.50146 -0.56600 -0.0002
H -1.98681 5.41693 -2.11708 0.0001
H -0.22363 5.41902 -2.08888 0.0006
H -1.45008 1.91072 -3.03168 -0.0018
H -0.26125 3.14624 -3.50210 0.0004
H -1.99768 3.51913 -3.54332 0.0001
C 2.87805 2.80564 -1.55601 0.0312
C 2.01881 4.89008 -0.53718 -0.0001
H 1.22826 3.92347 -2.29116 -0.0053
H 2.36501 4.65582 0.47854 0.0004
H 1.21244 5.62524 -0.45887 -0.0001
H 2.84252 5.38638 -1.06806 0.0004
H 3.35890 2.58430 -0.59869 -0.0003
H 3.60695 3.38347 -2.14025 0.0008
H 2.68180 1.88360 -2.11315 0.0002
C 0.24949 0.03273 -3.90557 0.0274
H 0.12894 0.04068 -2.81140 0.0485
H -0.22585 0.90455 -4.37049 -0.0009
H -0.19664 -0.86190 -4.35316 -0.0016
C 3.26495 0.00840 -0.25214 -0.0283
C 2.78022 -0.01209 1.12152 0.0226
C 3.66829 -0.02479 2.20928 0.0040
C 2.91031 -0.04293 3.36406 -0.0013
C 1.55791 -0.04176 2.98152 0.0119
C 0.50956 -0.05904 3.99007 -0.0069
N 1.45988 -0.02231 1.58403 0.0199
H 2.48401 0.01969 -1.02157 -0.0233
H 3.94205 -0.83816 -0.42013 0.0026
H 3.94090 0.86041 -0.39447 0.0021
H 4.75220 -0.02028 2.10701 0.0017
H 3.25330 -0.05554 4.38927 0.0003
H 0.61268 -0.93539 4.64718 0.0006
H 0.58596 0.81637 4.65168 0.0006
H -0.48921 -0.07446 3.56631 -0.0057
```

The calculated total energy is -82221.8325 eV. Its HOMO energy (spin up / spin down) is -6.081 / -5.840 eV. As for the gap between HOMO and LUMO (spin up / spin down): 6.57 / 5.93 eV. For the relative energy (zero: lowest compared OMol25 entry of this formula, charge and spin), the calculation gives 0.0 kJ/mol. The spin multiplicity is 3.

---

[2]
The following is a DFT calculation (ωB97M-V/def2-TZVPD) of a 5-piece molecular cluster, C30H58N5O10P overall.

```
104
Properties=species:S:1:pos:R:3:lowdin_charge:R:1
C 0.60664 -3.59188 1.97613 -0.0538
C 1.67512 -2.66941 1.40348 -0.2632
O 1.20638 -1.29992 1.33269 -0.2309
P 1.71526 -0.29398 2.46622 0.4972
O 2.04131 -0.96050 3.74024 -0.2527
C 0.46113 0.98513 2.54902 -0.1883
C -0.43436 0.90553 3.79826 -0.1775
C -1.93460 1.10893 3.48902 -0.1068
C -2.94227 0.12083 4.06294 -0.2345
O -2.65342 -0.27520 5.41148 0.0910
C -2.09314 -1.51450 5.39291 -0.5698
O -1.66374 -2.06432 6.35111 0.1714
O -2.10162 -2.01854 4.13760 0.0829
C -3.08418 -1.24179 3.40003 -0.2362
C -2.89284 -1.34210 1.91614 -0.1275
C -3.02679 -2.76717 1.34023 -0.1636
C -4.01165 -2.85726 0.16072 -0.1627
C -3.32547 -2.85765 -1.20681 -0.1488
N -2.88288 -1.53654 -1.60816 -0.1105
C -3.53478 -0.68947 -2.45540 -0.1238
C -2.81134 0.47742 -2.54618 -0.0942
C -1.66449 0.32909 -1.71808 -0.0801
C -1.73736 -0.92496 -1.16502 -0.1016
O 2.96896 0.48620 1.83843 -0.2080
C 3.69328 0.00406 0.69813 -0.2497
C 5.15772 0.43294 0.80531 -0.0584
H -0.13065 -2.99198 2.51179 0.0650
H 1.03071 -4.28378 2.70111 0.0821
H 0.08850 -4.13788 1.18784 0.0669
H 2.59275 -2.72685 1.98590 0.1045
H 1.91730 -2.93820 0.37329 0.1162
H 0.99940 1.93341 2.49552 0.0983
H -0.13501 0.93198 1.63228 0.0842
H -0.25563 -0.02043 4.34364 0.0970
H -0.14250 1.70599 4.47374 0.0770
H -2.22643 2.09128 3.86888 0.1209
H -2.09604 1.14987 2.40925 0.1070
H -3.91359 0.62073 4.01783 0.1590
H -4.06088 -1.64933 3.68948 0.1666
H -3.64201 -0.69511 1.44951 0.1315
H -1.92406 -0.91520 1.64210 0.0987
H -3.28008 -3.47678 2.12888 0.1168
H -2.04756 -3.07480 0.96997 0.0788
H -4.59936 -3.77614 0.23922 0.1099
H -4.72129 -2.02815 0.20149 0.1130
H -4.03046 -3.21778 -1.95804 0.1143
H -2.44784 -3.50570 -1.17565 0.1234
H -4.45071 -0.94500 -2.96476 0.1105
H -3.06040 1.35017 -3.12823 0.0878
H -0.86290 1.02435 -1.52862 0.0627
H -1.04965 -1.41300 -0.48875 0.1093
H 3.23742 0.42138 -0.20088 0.1030
H 3.62494 -1.08021 0.62704 0.0968
H 5.81764 -0.41922 0.63068 0.0705
H 5.41164 1.19834 0.07456 0.0667
H 5.36378 0.79114 1.81249 0.0786
C 0.98367 2.89364 9.33956 -0.0602
N 1.17522 2.82049 7.90702 -0.1944
C 2.32847 2.11046 7.37362 -0.0301
C 0.31566 3.37786 7.03804 -0.3417
O 0.44675 3.32723 5.82825 -0.0027
H 1.82587 3.39813 9.81758 0.0882
H 0.88712 1.89421 9.76761 0.0911
H 0.07542 3.45268 9.55594 0.0811
H 2.94590 2.78150 6.77625 0.0925
H 2.01055 1.28753 6.73320 0.0948
H 2.91431 1.71857 8.20117 0.0854
H -0.53787 3.87887 7.52399 0.1341
C 1.66221 5.17672 -1.29939 -0.0573
N 1.86545 3.86415 -1.87243 -0.1881
C 2.70406 3.71428 -3.05485 -0.0419
C 1.30326 2.76084 -1.35446 -0.3536
O 1.44837 1.63562 -1.80190 -0.0079
H 1.19556 5.84637 -2.02449 0.0900
H 2.61253 5.61332 -0.98548 0.0894
H 1.01235 5.09826 -0.42963 0.0824
H 2.13665 3.28537 -3.87358 0.0672
H 3.53952 3.04938 -2.83191 0.0892
H 3.08350 4.68562 -3.35857 0.0902
H 0.68116 2.96610 -0.46512 0.1323
C 3.77001 0.33770 -7.82875 -0.0619
N 3.48341 1.25999 -6.75115 -0.1947
C 3.41184 0.76370 -5.38411 -0.0326
C 3.27585 2.57203 -6.96492 -0.3420
O 3.02979 3.37213 -6.08178 0.0060
H 3.00769 -0.44208 -7.88407 0.0885
H 4.74263 -0.13707 -7.68463 0.0889
H 3.78396 0.87682 -8.77397 0.0813
H 2.43090 0.95570 -4.94882 0.0927
H 4.15524 1.25959 -4.75978 0.0900
H 3.60092 -0.30684 -5.38757 0.0859
H 3.34270 2.85954 -8.02748 0.1328
C -2.81499 -3.83268 -7.20999 -0.0613
N -3.34653 -3.32813 -5.96316 -0.1936
C -2.44206 -2.82458 -4.94109 -0.0293
C -4.66533 -3.30407 -5.69700 -0.3481
O -5.14645 -2.89726 -4.65525 0.0036
H -2.14739 -4.67855 -7.03299 0.0886
H -2.25815 -3.05492 -7.73668 0.0887
H -3.63352 -4.16417 -7.84608 0.0814
H -2.57002 -3.39526 -4.02058 0.0833
H -2.66620 -1.78193 -4.71976 0.0826
H -1.41398 -2.91530 -5.28257 0.0895
H -5.28396 -3.69955 -6.52025 0.1324
```

The calculated total energy is -69267.8623 eV. Its HOMO energy is -7.863 eV. As for the gap between HOMO and LUMO: 8.28 eV. For the relative energy (zero: lowest compared OMol25 entry of this formula, charge and spin), the calculation gives 0.0 kJ/mol. Its structure (SMILES) is CCOP(=O)(CCC[C@@H]1OC(=O)O[C@@H]1CCCCn1cccc1)OCC.CN(C)C=O.CN(C)C=O.CN(C)C=O.CN(C)C=O.